ORCA calculation (wB97M-V/def2-TZVPD) on a structure of composition C68H57BNaO2P4Si.

Each line ends with the Löwdin charge.
Cartesian coordinates (Å):
Na: 0.402 1.496 -0.076  -0.006
C: -1.185 -2.675 -1.219  -0.254
Si: -0.943 -1.018 -0.247  0.643
C: -2.495 -0.151 -1.063  -0.305
C: -3.802 -0.404 -0.615  -0.094
C: -4.910 0.130 -1.241  -0.086
C: -4.762 0.944 -2.363  -0.094
C: -3.493 1.211 -2.835  -0.110
C: -2.370 0.681 -2.187  -0.380
P: -0.681 1.020 -2.786  1.076
C: -0.666 0.338 -4.486  -0.345
C: -0.156 -0.950 -4.640  -0.100
C: -0.135 -1.561 -5.886  -0.086
C: -0.609 -0.882 -6.999  -0.101
C: -1.110 0.406 -6.860  -0.090
C: -1.143 1.010 -5.611  -0.093
C: -0.647 2.824 -3.132  -0.366
C: -1.507 3.736 -2.523  -0.076
C: -1.357 5.102 -2.739  -0.074
C: -0.334 5.580 -3.542  -0.098
C: 0.544 4.683 -4.138  -0.094
C: 0.387 3.323 -3.934  -0.119
C: -1.615 -1.460 1.501  -0.303
C: -2.209 -2.698 1.765  -0.119
C: -2.618 -3.077 3.038  -0.107
C: -2.437 -2.204 4.096  -0.103
C: -1.841 -0.970 3.867  -0.136
C: -1.421 -0.587 2.594  -0.363
P: -0.532 1.024 2.395  0.980
C: -1.196 2.054 3.796  -0.345
C: -2.564 2.062 4.080  -0.118
C: -3.101 2.925 5.027  -0.081
C: -2.278 3.809 5.711  -0.109
C: -0.916 3.807 5.448  -0.095
C: -0.383 2.933 4.508  -0.076
C: 1.077 0.460 3.492  -0.272
C: 2.188 1.280 3.277  -0.184
C: 3.403 1.094 3.925  -0.133
C: 3.560 0.028 4.803  -0.124
C: 2.492 -0.837 5.000  -0.118
C: 1.278 -0.624 4.354  -0.086
H: -2.230 -3.003 -1.212  0.015
H: -0.571 -3.489 -0.825  -0.002
H: -0.906 -2.528 -2.268  -0.012
H: -3.939 -1.027 0.263  0.102
H: -5.902 -0.080 -0.856  0.099
H: -5.629 1.365 -2.858  0.094
H: -3.367 1.847 -3.706  0.099
H: 0.238 -1.470 -3.774  0.087
H: 0.263 -2.563 -5.986  0.101
H: -0.588 -1.354 -7.974  0.095
H: -1.481 0.941 -7.725  0.097
H: -1.531 2.016 -5.512  0.102
H: -2.320 3.381 -1.903  0.100
H: -2.053 5.787 -2.276  0.100
H: -0.221 6.645 -3.706  0.096
H: 1.347 5.042 -4.772  0.098
H: 1.069 2.631 -4.417  0.085
H: -2.361 -3.392 0.945  0.079
H: -3.075 -4.048 3.199  0.089
H: -2.745 -2.479 5.099  0.092
H: -1.688 -0.302 4.705  0.101
H: -3.215 1.378 3.551  0.105
H: -4.166 2.906 5.224  0.099
H: -2.694 4.491 6.442  0.091
H: -0.258 4.490 5.973  0.093
H: 0.683 2.948 4.328  0.088
H: 2.084 2.118 2.586  0.083
H: 4.229 1.774 3.744  0.098
H: 4.502 -0.130 5.314  0.094
H: 2.601 -1.686 5.668  0.096
H: 0.473 -1.324 4.535  0.086
C: 4.438 0.831 0.640  -0.519
P: 2.911 0.085 -0.170  1.075
C: 3.346 -0.229 -1.930  -0.354
C: 4.014 -1.364 -2.386  -0.104
C: 4.286 -1.538 -3.735  -0.070
C: 3.888 -0.579 -4.655  -0.087
C: 3.227 0.558 -4.216  -0.095
C: 2.960 0.728 -2.866  -0.126
C: 2.871 -1.605 0.528  -0.381
C: 2.290 -2.633 -0.218  -0.131
C: 2.136 -3.899 0.321  -0.083
C: 2.536 -4.159 1.626  -0.085
C: 3.082 -3.138 2.386  -0.075
C: 3.244 -1.870 1.842  -0.102
P: 6.086 1.302 -0.034  1.039
C: 5.694 2.251 -1.555  -0.385
C: 6.180 1.972 -2.828  -0.099
C: 5.915 2.830 -3.887  -0.093
C: 5.143 3.966 -3.700  -0.098
C: 4.640 4.248 -2.436  -0.089
C: 4.933 3.409 -1.374  -0.118
C: 6.844 -0.253 -0.609  -0.384
C: 6.316 -1.504 -0.304  -0.103
C: 6.996 -2.666 -0.645  -0.079
C: 8.216 -2.595 -1.299  -0.096
C: 8.767 -1.352 -1.588  -0.093
C: 8.095 -0.194 -1.230  -0.129
H: 4.666 0.238 1.530  0.018
H: 4.079 1.771 1.068  0.006
H: 4.312 -2.133 -1.686  0.084
H: 4.804 -2.431 -4.065  0.102
H: 4.083 -0.719 -5.712  0.100
H: 2.908 1.307 -4.929  0.099
H: 2.448 1.624 -2.539  0.079
H: 1.945 -2.438 -1.225  0.093
H: 1.680 -4.680 -0.275  0.101
H: 2.400 -5.145 2.052  0.098
H: 3.363 -3.311 3.417  0.100
H: 3.619 -1.085 2.486  0.069
H: 6.744 1.067 -3.009  0.093
H: 6.294 2.589 -4.873  0.102
H: 4.926 4.623 -4.533  0.097
H: 4.025 5.125 -2.276  0.102
H: 4.558 3.658 -0.386  0.098
H: 5.358 -1.585 0.196  0.074
H: 6.559 -3.627 -0.403  0.107
H: 8.742 -3.501 -1.572  0.097
H: 9.728 -1.285 -2.082  0.098
H: 8.551 0.770 -1.429  0.102
O: -1.672 3.455 1.189  0.063
B: -2.275 2.143 1.296  -0.458
O: -3.650 2.333 0.972  0.119
C: -3.869 3.666 0.816  -0.224
C: -5.050 4.326 0.556  0.001
C: -4.999 5.720 0.496  -0.111
C: -3.807 6.408 0.697  -0.114
C: -2.613 5.726 0.943  -0.007
C: -2.671 4.351 0.982  -0.237
H: -5.974 3.780 0.418  0.114
H: -5.907 6.276 0.302  0.090
H: -3.804 7.490 0.659  0.090
H: -1.677 6.248 1.094  0.115

Results
Total charge = -1
ΔE to the lowest compared entry with this formula, charge and spin = 1.5044 eV
Multiplicity = 1
DFT total energy = -125664.6177 eV
LUMO = 1.8337 eV
HOMO energy = -3.075 eV

***

ORCA calculation (wB97M-V/def2-TZVPD) on a structure of composition C3H4LiO3Sc in a non-equilibrium geometry.

Each line ends with the Löwdin charge.
Cartesian coordinates (Å):
H: 4.839 -0.295 0.557  -0.060
C: -1.738 -0.253 0.314  -0.130
C: -0.568 0.413 -0.347  -0.160
O: 0.312 -0.562 -0.835  -0.086
C: 1.532 -0.736 -0.217  -0.480
O: 1.631 -1.777 0.410  0.078
O: -2.842 0.249 0.371  -0.033
Sc: 3.469 0.483 -0.270  1.507
H: -1.554 -1.249 0.764  0.172
H: -0.101 1.060 0.419  0.145
H: -0.930 1.069 -1.155  0.149
Li: -4.049 1.598 -0.012  0.898

Results
Total charge = +2
ΔE to the lowest compared entry with this formula, charge and spin = 2.2592 eV
Multiplicity = 1
DFT total energy = -30203.9417 eV
LUMO = -9.4840 eV
HOMO energy = -16.999 eV

***

ORCA calculation (wB97M-V/def2-TZVPD) on a cluster of 8 separate species, C56H140BF4N7O7 in total in a non-equilibrium geometry.

Each line ends with the Löwdin charge.
Cartesian coordinates (Å):
C: -21.596 9.427 -6.380  -0.076
C: -20.675 10.032 -7.344  -0.208
N: -20.817 11.534 -7.655  -0.228
C: -22.293 11.912 -7.906  0.045
C: -20.307 12.285 -6.376  -0.130
C: -18.917 11.794 -5.919  -0.052
C: -20.016 11.784 -8.981  -0.031
C: -19.701 13.254 -9.285  -0.204
O: -18.856 13.847 -8.357  -0.190
C: -18.381 15.076 -8.788  -0.100
H: -21.467 9.892 -5.403  0.084
H: -21.255 8.409 -6.190  0.097
H: -22.680 9.492 -6.469  0.092
H: -20.822 9.529 -8.300  0.130
H: -19.632 9.795 -7.133  0.125
H: -22.650 11.303 -8.736  0.113
H: -22.319 12.990 -8.064  0.103
H: -22.795 11.647 -6.975  0.094
H: -21.071 12.133 -5.613  0.120
H: -20.247 13.364 -6.519  0.121
H: -18.571 12.487 -5.152  0.094
H: -18.156 11.850 -6.698  0.089
H: -18.982 10.843 -5.391  0.078
H: -20.526 11.223 -9.764  0.139
H: -19.107 11.245 -8.715  0.129
H: -20.571 13.905 -9.202  0.123
H: -19.371 13.328 -10.321  0.146
H: -17.385 15.061 -9.230  0.103
H: -18.209 15.767 -7.963  0.098
H: -18.975 15.568 -9.558  0.096
C: -30.119 14.999 -5.957  -0.048
C: -30.646 15.164 -7.384  -0.150
N: -29.807 14.523 -8.488  -0.207
C: -28.477 15.378 -8.571  0.015
C: -29.133 13.143 -8.054  -0.145
C: -30.195 12.075 -7.787  -0.066
C: -30.544 14.323 -9.836  -0.059
C: -31.151 15.601 -10.481  -0.152
O: -30.025 16.476 -10.805  -0.214
C: -30.478 17.755 -11.277  -0.077
H: -29.172 15.496 -5.745  0.085
H: -30.093 13.967 -5.609  0.078
H: -30.887 15.443 -5.324  0.097
H: -30.712 16.214 -7.670  0.130
H: -31.618 14.710 -7.574  0.133
H: -27.968 15.373 -7.607  0.090
H: -28.757 16.399 -8.828  0.092
H: -27.770 15.078 -9.344  0.107
H: -28.547 13.311 -7.151  0.114
H: -28.415 12.856 -8.822  0.127
H: -30.958 12.334 -7.053  0.082
H: -29.743 11.231 -7.266  0.086
H: -30.585 11.675 -8.723  0.078
H: -31.200 13.458 -9.740  0.123
H: -29.803 13.956 -10.546  0.137
H: -31.893 16.094 -9.853  0.123
H: -31.676 15.256 -11.372  0.137
H: -31.068 18.239 -10.499  0.092
H: -31.037 17.706 -12.212  0.098
H: -29.673 18.431 -11.563  0.092
C: -24.806 7.289 -0.399  -0.066
C: -23.483 6.636 -0.061  -0.126
N: -23.495 5.072 -0.284  -0.242
C: -24.409 4.435 0.782  0.035
C: -23.987 4.625 -1.718  -0.105
C: -23.651 3.097 -2.073  -0.026
C: -22.035 4.567 -0.031  -0.048
C: -20.859 5.121 -0.973  -0.194
O: -21.113 5.015 -2.334  -0.231
C: -19.917 5.058 -3.197  -0.029
H: -24.764 8.291 0.027  0.094
H: -25.663 6.844 0.107  0.078
H: -25.056 7.406 -1.454  0.087
H: -23.306 6.640 1.014  0.129
H: -22.701 7.071 -0.684  0.123
H: -25.410 4.852 0.668  0.097
H: -24.072 4.696 1.786  0.114
H: -24.375 3.366 0.572  0.101
H: -23.391 5.294 -2.340  0.100
H: -25.010 4.975 -1.855  0.116
H: -24.232 2.513 -1.359  0.068
H: -22.631 2.782 -1.853  0.068
H: -23.836 2.860 -3.120  0.081
H: -21.956 3.486 0.089  0.129
H: -21.883 4.919 0.989  0.127
H: -19.976 4.537 -0.713  0.136
H: -20.676 6.174 -0.761  0.115
H: -19.413 4.093 -3.231  0.098
H: -19.279 5.888 -2.893  0.092
H: -20.221 5.274 -4.221  0.079
C: -24.368 15.834 -1.084  -0.056
C: -23.521 16.197 0.161  -0.122
N: -22.678 14.961 0.670  -0.234
C: -21.862 15.456 1.897  0.050
C: -23.635 13.856 1.167  -0.176
C: -24.806 14.357 1.994  -0.064
C: -21.773 14.320 -0.380  -0.041
C: -21.250 12.871 -0.067  -0.176
O: -20.164 12.915 0.851  -0.193
C: -19.369 11.752 0.955  -0.093
H: -24.872 14.869 -1.036  0.084
H: -23.726 15.884 -1.963  0.074
H: -25.069 16.660 -1.197  0.093
H: -24.151 16.513 0.992  0.117
H: -22.862 17.021 -0.113  0.131
H: -21.193 14.716 2.336  0.105
H: -22.594 15.762 2.644  0.100
H: -21.173 16.200 1.497  0.110
H: -23.217 13.062 1.785  0.133
H: -23.982 13.337 0.273  0.121
H: -25.480 14.848 1.292  0.076
H: -24.566 14.913 2.900  0.093
H: -25.549 13.665 2.391  0.099
H: -21.013 15.087 -0.530  0.142
H: -22.468 14.324 -1.221  0.112
H: -20.819 12.386 -0.942  0.122
H: -22.011 12.127 0.171  0.116
H: -19.795 10.773 0.740  0.085
H: -19.209 11.708 2.033  0.100
H: -18.412 11.800 0.435  0.096
C: -21.908 3.782 -9.204  -0.053
C: -23.206 3.419 -8.435  -0.093
N: -24.203 2.593 -9.373  -0.222
C: -24.917 3.502 -10.383  0.039
C: -23.527 1.410 -10.099  -0.153
C: -22.756 0.376 -9.236  -0.051
C: -25.369 1.948 -8.548  -0.065
C: -26.434 2.901 -7.989  -0.223
O: -25.765 3.972 -7.435  -0.239
C: -26.548 5.120 -7.054  -0.052
H: -21.183 4.412 -8.689  0.086
H: -22.088 4.277 -10.158  0.077
H: -21.385 2.877 -9.512  0.070
H: -23.789 4.300 -8.168  0.104
H: -23.011 2.802 -7.557  0.125
H: -24.125 3.850 -11.046  0.106
H: -25.343 4.303 -9.779  0.093
H: -25.741 2.968 -10.856  0.119
H: -22.775 1.866 -10.743  0.115
H: -24.213 0.884 -10.762  0.139
H: -23.333 -0.377 -8.699  0.084
H: -21.987 0.753 -8.562  0.080
H: -22.267 -0.253 -9.980  0.098
H: -24.845 1.373 -7.784  0.131
H: -25.929 1.268 -9.189  0.142
H: -26.945 2.319 -7.221  0.142
H: -27.114 3.227 -8.776  0.130
H: -25.918 5.825 -6.511  0.094
H: -27.407 4.788 -6.470  0.088
H: -27.022 5.636 -7.890  0.088
C: -24.789 22.562 -4.679  -0.040
C: -23.559 22.522 -5.616  -0.118
N: -23.490 21.354 -6.688  -0.229
C: -22.095 21.386 -7.352  0.010
C: -23.794 20.068 -5.938  -0.151
C: -23.343 18.764 -6.772  -0.051
C: -24.532 21.501 -7.880  -0.015
C: -24.491 22.911 -8.581  -0.160
O: -25.022 23.928 -7.730  -0.260
C: -25.277 25.258 -8.206  -0.030
H: -25.723 22.733 -5.214  0.081
H: -24.730 23.285 -3.865  0.102
H: -24.941 21.552 -4.301  0.057
H: -22.661 22.416 -5.006  0.128
H: -23.444 23.421 -6.221  0.115
H: -21.357 21.119 -6.595  0.108
H: -21.762 22.354 -7.725  0.109
H: -21.967 20.714 -8.201  0.104
H: -24.860 19.987 -5.726  0.115
H: -23.350 19.989 -4.945  0.127
H: -23.831 17.832 -6.486  0.075
H: -22.268 18.683 -6.932  0.071
H: -23.753 18.817 -7.780  0.055
H: -25.445 21.398 -7.292  0.126
H: -24.306 20.622 -8.485  0.114
H: -25.215 22.852 -9.394  0.133
H: -23.512 23.194 -8.969  0.125
H: -24.254 25.607 -8.351  0.098
H: -25.757 25.768 -7.371  0.104
H: -25.886 25.223 -9.109  0.098
C: -33.774 3.241 -4.931  -0.063
C: -33.229 4.442 -5.666  -0.166
N: -33.991 5.726 -5.347  -0.208
C: -33.451 6.850 -6.200  -0.019
C: -35.551 5.616 -5.803  -0.089
C: -35.628 5.431 -7.321  -0.070
C: -33.938 6.100 -3.835  -0.060
C: -32.637 6.679 -3.267  -0.145
O: -32.371 8.008 -3.809  -0.213
C: -31.266 8.691 -3.344  -0.126
H: -34.753 3.075 -5.381  0.079
H: -33.966 3.170 -3.860  0.090
H: -33.266 2.339 -5.273  0.100
H: -33.429 4.195 -6.709  0.118
H: -32.167 4.537 -5.445  0.127
H: -33.349 6.600 -7.256  0.100
H: -32.469 7.171 -5.852  0.092
H: -34.001 7.786 -6.102  0.121
H: -36.045 6.569 -5.613  0.130
H: -36.002 4.828 -5.200  0.128
H: -36.689 5.319 -7.545  0.103
H: -35.214 4.495 -7.694  0.083
H: -35.290 6.248 -7.959  0.083
H: -34.083 5.175 -3.277  0.124
H: -34.704 6.850 -3.640  0.145
H: -31.881 5.969 -3.601  0.121
H: -32.794 6.710 -2.189  0.144
H: -30.312 8.188 -3.503  0.089
H: -31.371 8.929 -2.285  0.094
H: -31.129 9.707 -3.714  0.090
B: -25.659 11.822 -3.615  -1.429
F: -25.615 13.011 -4.311  0.098
F: -24.556 11.577 -2.906  0.155
F: -26.759 11.971 -2.783  0.098
F: -25.860 10.747 -4.488  0.076

Results
Total charge = +6
ΔE to the lowest compared entry with this formula, charge and spin = 1.4174 eV
Multiplicity = 1
DFT total energy = -96593.6683 eV
LUMO = -9.1497 eV
HOMO energy = -18.082 eV

***

ORCA calculation (wB97M-V/def2-TZVPD) on a structure of composition C23H18CsIN6S in a non-equilibrium geometry.

Each line ends with the Löwdin charge.
Cartesian coordinates (Å):
Cs: 12.059 14.733 8.440  0.902
I: 15.462 15.308 7.410  0.820
C: 15.368 17.386 7.535  -0.651
C: 16.529 18.181 7.418  -0.160
C: 16.450 19.584 7.358  -0.117
C: 15.230 20.209 7.466  -0.038
C: 14.015 19.417 7.542  -0.189
C: 12.720 20.003 7.420  -0.082
C: 11.565 19.294 7.539  -0.115
C: 11.622 17.875 7.759  -0.247
C: 12.853 17.377 7.801  -0.366
C: 14.092 18.020 7.577  -0.317
H: 17.502 17.658 7.499  0.090
H: 17.356 20.182 7.283  0.097
H: 15.224 21.318 7.552  0.112
H: 12.706 21.126 7.255  0.118
H: 10.597 19.792 7.676  0.090
H: 10.729 17.240 7.955  0.038
N: 7.454 14.106 10.293  0.084
C: 6.902 13.981 9.025  -0.062
C: 7.963 14.304 8.148  -0.099
N: 9.068 14.675 8.911  0.006
C: 8.769 14.471 10.186  -0.305
C: 9.709 14.504 11.281  -0.292
N: 11.031 14.391 11.180  -0.001
C: 11.499 14.593 12.449  -0.149
C: 10.521 14.879 13.337  -0.069
N: 9.357 14.772 12.579  0.089
H: 6.933 14.052 11.169  0.156
H: 5.857 13.882 8.829  0.100
H: 8.012 14.416 7.074  0.102
H: 12.554 14.433 12.650  0.113
H: 10.490 15.263 14.335  0.108
H: 8.385 14.913 12.926  0.171
N: 12.449 11.286 4.844  0.074
C: 12.110 10.856 6.097  -0.615
N: 11.238 11.447 6.912  0.085
C: 11.104 10.698 8.041  -0.354
C: 10.265 11.005 9.095  -0.027
C: 10.431 10.379 10.344  -0.085
C: 11.389 9.383 10.489  -0.094
C: 12.128 8.929 9.377  -0.089
C: 12.048 9.629 8.172  -0.519
S: 12.934 9.377 6.735  1.065
H: 12.184 12.232 4.512  0.124
H: 13.376 11.000 4.506  0.098
H: 9.457 11.722 8.881  0.106
H: 9.782 10.665 11.129  0.086
H: 11.538 9.011 11.512  0.106
H: 12.815 8.086 9.394  0.103

Results
ΔE to the lowest compared entry with this formula, charge and spin = 1.0675 eV
Multiplicity = 1
DFT total energy = -52565.5864 eV
LUMO = -0.3425 eV
HOMO energy = -5.172 eV